1.
Molecular formula: C5H10O2
Method: DFT, ωB97M-V/def2-TZVPD

HOMO energy = -10.0 eV
Relative energy (zero: lowest compared OMol25 entry of this formula, charge and spin) = 56.83 kcal/mol
Max |F| = 0.4 eV/A
SMILES string = C[C@@]1(CCO)CO1
Gap between HOMO and LUMO = 0.4006 Ha
Calculated total energy = -9440.5788 eV

Each line ends with the natural charge from an NBO analysis.
Element x y z (Å)
1 C -1.50 -1.31 0.41  -0.6350
2 C -0.60 -0.13 0.05  0.2057
3 C 0.81 -0.40 -0.49  -0.4512
4 C 1.99 0.29 0.20  -0.0525
5 O 1.77 1.64 0.53  -0.7294
6 C -1.19 1.11 -0.45  -0.1033
7 O -0.83 0.99 0.92  -0.5165
8 H -1.00 -2.27 0.29  0.2150
9 H -1.81 -1.22 1.46  0.2351
10 H -2.41 -1.31 -0.20  0.2173
11 H 0.79 -0.07 -1.54  0.2094
12 H 1.00 -1.48 -0.51  0.2145
13 H 2.84 0.29 -0.49  0.1801
14 H 2.30 -0.29 1.09  0.1534
15 H 0.98 1.66 1.09  0.4871
16 H -2.25 1.14 -0.71  0.1801
17 H -0.53 1.78 -1.01  0.1904


2.
Molecular formula: C7H11NO
Method: DFT, ωB97M-V/def2-TZVPD

HOMO energy = -8.6 eV
Relative energy (zero: lowest compared OMol25 entry of this formula, charge and spin) = 190.71 kcal/mol
Max |F| = 3.5 eV/A
SMILES string = C1=N/OCC[C@H]2C[C@H]/1C2
Gap between HOMO and LUMO = 0.3453 Ha
Calculated total energy = -10967.0060 eV

Each line ends with the natural charge from an NBO analysis.
Element x y z (Å)
1 C -2.08 0.17 0.13  -0.0988
2 C -1.08 1.34 -0.10  -0.4217
3 C 0.35 0.70 -0.17  -0.2566
4 C 1.70 0.30 -0.79  -0.3690
5 C 1.65 -0.83 0.26  -0.2377
6 C 0.96 0.21 1.13  -0.4117
7 C 0.33 -1.67 -0.25  0.0698
8 H -3.02 0.41 -0.45  0.2032
9 H -2.49 0.05 1.14  0.1924
10 H -1.35 1.95 0.83  0.2246
11 H -1.28 1.86 -1.12  0.2221
12 H -0.06 -0.18 -0.70  0.2471
13 H 2.65 0.88 -0.73  0.2103
14 H 1.48 0.13 -1.86  0.1963
15 H 2.57 -1.40 0.31  0.2272
16 H 1.61 0.90 1.62  0.2142
17 H 0.34 -0.20 1.99  0.2225
18 H 0.26 -1.83 -1.37  0.1856
19 N -0.72 -1.57 0.50  -0.1926
20 O -1.80 -1.19 -0.36  -0.4273


3.
Molecular formula: C11H13BrN2
Method: DFT, ωB97M-V/def2-TZVPD

HOMO energy = -7.4 eV
Relative energy (zero: lowest compared OMol25 entry of this formula, charge and spin) = 46.88 kcal/mol
Max |F| = 4.7 eV/A
SMILES string = C=C/C=C(\Br)n1c(C)ccc1C.C#N
Gap between HOMO and LUMO = 0.2814 Ha
Calculated total energy = -84637.1305 eV

Each line ends with the natural charge from an NBO analysis.
Element x y z (Å)
1 C -1.89 -1.86 -1.64  -0.2872
2 C -2.24 -0.63 -2.07  -0.2940
3 C -1.12 -1.72 -0.47  0.1459
4 C -1.68 0.30 -1.26  0.1478
5 C 1.46 1.68 1.57  -0.2223
6 C 0.93 0.73 0.66  -0.2454
7 C 3.20 -0.78 2.64  0.0878
8 C 2.69 2.15 1.27  -0.3608
9 C -0.30 0.19 0.78  0.1527
10 C -0.45 -2.74 0.34  -0.6679
11 C -1.77 1.75 -1.55  -0.6467
12 N 2.63 -1.36 1.84  -0.3326
13 N -1.02 -0.34 -0.25  -0.4162
14 Br -1.17 0.01 2.47  0.0333
15 H -2.33 -2.74 -1.99  0.2136
16 H -2.52 -0.36 -3.09  0.2127
17 H 1.08 1.89 2.49  0.2158
18 H 1.55 0.47 -0.25  0.2400
19 H 3.60 -0.30 3.54  0.2438
20 H 3.08 2.97 1.82  0.2007
21 H 3.16 1.71 0.39  0.1942
22 H -0.50 -3.76 -0.14  0.2348
23 H 0.61 -2.37 0.52  0.2472
24 H -1.03 -2.94 1.27  0.2223
25 H -1.61 1.97 -2.66  0.2276
26 H -2.81 1.99 -1.28  0.2294
27 H -1.04 2.39 -0.97  0.2235


4.
Molecular formula: C45H101N11O17
Method: DFT, ωB97M-V/def2-TZVPD

HOMO energy = -8.8 eV
Relative energy (zero: lowest compared OMol25 entry of this formula, charge and spin) = 50.69 kcal/mol
Max |F| = 2.4 eV/A
Gap between HOMO and LUMO = 0.3326 Ha
Calculated total energy = -99501.8859 eV

Each line ends with the Löwdin charge.
Element x y z (Å)
1 C -4.16 4.59 5.33  -0.3594
2 O -4.91 5.56 5.23  -0.0110
3 N -3.20 4.29 4.44  -0.1697
4 C -2.92 5.09 3.27  -0.0368
5 C -2.32 3.13 4.64  -0.0413
6 H -4.23 3.94 6.21  0.1327
7 H -3.51 6.01 3.21  0.0891
8 H -3.15 4.55 2.34  0.0779
9 H -1.86 5.36 3.29  0.0714
10 H -1.32 3.56 4.81  0.0663
11 H -2.68 2.53 5.46  0.0883
12 H -2.24 2.60 3.69  0.0647
13 C 0.77 -3.29 5.15  -0.3521
14 O 1.70 -4.03 5.44  0.0062
15 N 0.23 -3.24 3.91  -0.1809
16 C -0.94 -2.43 3.58  -0.0337
17 C 0.81 -3.99 2.82  -0.0622
18 H 0.30 -2.62 5.88  0.1414
19 H -1.73 -2.52 4.33  0.0987
20 H -1.43 -2.75 2.66  0.0666
21 H -0.64 -1.39 3.55  0.0682
22 H 1.81 -4.35 3.07  0.0810
23 H 0.20 -4.87 2.63  0.0989
24 H 1.00 -3.41 1.92  0.0679
25 C 1.12 5.22 3.34  -0.3148
26 O 0.27 5.08 4.20  -0.0185
27 N 1.25 4.40 2.28  -0.1702
28 C 0.26 3.41 1.95  -0.0363
29 C 2.42 4.45 1.40  -0.0374
30 H 1.84 6.05 3.35  0.1387
31 H -0.48 3.39 2.75  0.0535
32 H 0.71 2.43 1.77  0.0797
33 H -0.29 3.71 1.06  0.0843
34 H 2.05 4.68 0.39  0.0775
35 H 3.20 5.16 1.63  0.0954
36 H 2.81 3.43 1.45  0.0660
37 C 1.84 -2.48 -6.03  -0.3341
38 O 1.81 -2.80 -7.20  0.0265
39 N 1.12 -3.11 -5.07  -0.1733
40 C 1.30 -2.69 -3.70  -0.0776
41 C 0.01 -4.02 -5.24  -0.0416
42 H 2.45 -1.68 -5.59  0.1327
43 H 0.47 -2.06 -3.36  0.0655
44 H 2.22 -2.14 -3.48  0.0674
45 H 1.32 -3.54 -3.01  0.0906
46 H -0.32 -4.12 -6.28  0.0973
47 H 0.25 -5.00 -4.85  0.0923
48 H -0.90 -3.56 -4.83  0.0662
49 C -2.17 6.20 -0.59  -0.3486
50 O -0.99 6.44 -0.45  -0.0002
51 N -2.68 5.02 -0.99  -0.1764
52 C -4.09 4.82 -1.19  -0.0528
53 C -1.81 3.91 -1.32  -0.0294
54 H -3.00 6.92 -0.46  0.1345
55 H -4.73 5.68 -0.98  0.0895
56 H -4.52 3.97 -0.66  0.0681
57 H -4.24 4.57 -2.25  0.0943
58 H -2.11 3.26 -2.14  0.0564
59 H -0.76 4.18 -1.39  0.0586
60 H -2.00 3.23 -0.47  0.0776
61 C -2.50 0.01 -2.52  -0.3064
62 O -2.66 1.00 -1.82  -0.0158
63 N -2.20 0.10 -3.82  -0.1707
64 C -1.80 -1.07 -4.59  -0.0650
65 C -2.15 1.33 -4.61  -0.0229
66 H -2.49 -1.04 -2.17  0.1312
67 H -0.84 -0.90 -5.09  0.0884
68 H -2.55 -1.24 -5.37  0.1022
69 H -1.76 -2.00 -4.02  0.0668
70 H -1.31 1.30 -5.29  0.0788
71 H -3.05 1.33 -5.23  0.1021
72 H -2.20 2.22 -3.99  0.0696
73 C 3.36 1.59 3.64  -0.3358
74 O 4.26 2.23 3.12  0.0079
75 N 3.17 0.27 3.42  -0.1665
76 C 1.96 -0.40 3.88  -0.0369
77 C 4.08 -0.49 2.57  -0.0317
78 H 2.51 2.03 4.19  0.1435
79 H 1.09 0.19 3.58  0.0725
80 H 1.96 -0.58 4.96  0.0965
81 H 1.82 -1.36 3.39  0.0729
82 H 3.66 -0.53 1.56  0.0754
83 H 5.02 0.04 2.45  0.0923
84 H 4.18 -1.52 2.89  0.0665
85 C 0.10 4.86 -4.91  -0.3441
86 O -0.38 4.22 -5.82  0.0038
87 N 0.91 4.35 -3.95  -0.1770
88 C 1.44 5.18 -2.90  -0.0424
89 C 1.14 2.91 -3.90  -0.0236
90 H -0.10 5.93 -4.80  0.1344
91 H 2.53 5.10 -2.82  0.0708
92 H 1.02 4.82 -1.96  0.0596
93 H 1.17 6.23 -3.00  0.0959
94 H 0.47 2.24 -4.42  0.0649
95 H 2.16 2.78 -4.27  0.0946
96 H 1.24 2.66 -2.84  0.0747
97 C -5.00 1.02 3.42  -0.3417
98 O -4.28 0.09 3.78  -0.0233
99 N -5.26 1.27 2.13  -0.1693
100 C -4.79 0.43 1.05  -0.0432
101 C -5.99 2.47 1.75  -0.0409
102 H -5.45 1.74 4.11  0.1341
103 H -5.61 0.07 0.42  0.0962
104 H -4.37 -0.48 1.47  0.0760
105 H -4.08 0.89 0.37  0.0709
106 H -6.33 3.05 2.62  0.0885
107 H -5.28 3.17 1.30  0.0644
108 H -6.83 2.25 1.09  0.0912
109 C 5.31 -2.41 -0.38  -0.3333
110 O 4.28 -2.30 -1.04  -0.0135
111 N 5.40 -3.17 0.72  -0.1804
112 C 6.65 -3.34 1.45  -0.0390
113 C 4.29 -3.90 1.29  -0.0432
114 H 6.25 -1.92 -0.67  0.1387
115 H 6.92 -4.39 1.56  0.0907
116 H 6.50 -2.90 2.44  0.0895
117 H 7.44 -2.74 1.00  0.0870
118 H 3.88 -3.29 2.11  0.0631
119 H 3.47 -4.01 0.58  0.0767
120 H 4.53 -4.84 1.78  0.0989
121 C -3.85 -3.37 -0.23  -0.3553
122 O -4.49 -2.82 -1.11  -0.0020
123 N -4.28 -3.79 0.98  -0.1700
124 C -3.47 -4.61 1.86  -0.0522
125 C -5.67 -3.56 1.36  -0.0391
126 H -2.81 -3.66 -0.45  0.1204
127 H -3.91 -5.61 1.86  0.0914
128 H -3.37 -4.27 2.89  0.0845
129 H -2.48 -4.67 1.41  0.0489
130 H -5.74 -3.26 2.40  0.0897
131 H -6.07 -2.69 0.84  0.0773
132 H -6.26 -4.45 1.13  0.0941
133 O -1.26 -1.59 0.46  0.0800
134 C -0.75 -0.53 0.76  -0.5495
135 O 0.39 -0.04 0.33  0.0139
136 C 1.32 -0.83 -0.43  -0.1666
137 C 1.37 -0.32 -1.85  -0.0503
138 C -1.47 0.45 1.61  0.0150
139 H 1.04 -1.88 -0.40  0.0966
140 H 2.30 -0.69 0.03  0.0948
141 H 0.36 -0.10 -2.22  0.0814
142 H 1.85 -1.01 -2.55  0.0230
143 H 1.88 0.63 -1.97  0.0590
144 H -0.76 0.90 2.31  0.0582
145 H -2.30 0.03 2.18  0.0670
146 H -1.83 1.24 0.95  0.0836
147 O -1.98 -6.94 0.30  0.0918
148 C -0.96 -7.52 0.03  -0.5388
149 O 0.02 -7.00 -0.70  0.0167
150 C -0.14 -5.69 -1.22  -0.2107
151 C 0.17 -4.57 -0.25  -0.0741
152 C -0.78 -8.98 0.36  0.0262
153 H -1.14 -5.51 -1.61  0.1247
154 H 0.54 -5.64 -2.07  0.1095
155 H -0.59 -4.63 0.54  0.0450
156 H -0.02 -3.63 -0.78  0.0622
157 H 1.17 -4.58 0.18  0.0665
158 H 0.13 -9.19 0.92  0.0881
159 H -0.61 -9.51 -0.59  0.0911
160 H -1.65 -9.36 0.87  0.0861
161 O 3.81 2.85 -1.33  0.0952
162 C 4.62 3.09 -2.20  -0.5451
163 O 5.23 2.17 -2.95  0.0019
164 C 4.75 0.84 -2.88  -0.2334
165 C 5.72 -0.08 -3.60  -0.0578
166 C 5.26 4.45 -2.31  0.0172
167 H 3.75 0.70 -3.30  0.1086
168 H 4.71 0.53 -1.84  0.1149
169 H 5.64 -0.09 -4.69  0.0769
170 H 5.48 -1.10 -3.30  0.0647
171 H 6.74 0.18 -3.32  0.0823
172 H 6.29 4.49 -1.96  0.0913
173 H 4.68 5.22 -1.82  0.0775
174 H 5.36 4.66 -3.38  0.0891